Formula: C23H19F5NO4SbSe4Ti
Source: OMol25
Level of theory: ωB97M-V/def2-TZVPD

```
! RIJCOSX wB97M-V def2-TZVPD def2/J DEFGRID3
* xyz -2 3
Ti -0.25 0.42 0.68
O 3.73 -0.07 0.12
C 2.53 0.29 0.60
O 1.51 -0.44 0.35
C 2.36 1.43 1.39
C 3.21 2.56 1.49
C 2.70 3.72 1.99
C 1.34 3.79 2.39
C 0.58 2.66 2.29
N 1.08 1.49 1.87
C -0.92 2.58 2.46
O -1.54 3.28 3.22
O -1.40 1.62 1.72
H 3.55 -0.67 -0.63
H 4.21 2.51 1.07
H 3.30 4.61 2.00
H 0.88 4.73 2.67
C -0.64 -2.14 -1.98
C -1.10 -1.09 -2.71
C 0.04 -0.51 -3.40
C 1.21 -1.23 -3.04
C 0.81 -2.23 -2.18
C 1.67 -3.24 -1.49
C 2.60 -0.89 -3.47
C -0.06 0.58 -4.40
C -2.50 -0.58 -2.87
C -1.41 -3.22 -1.28
H 1.72 -3.02 -0.42
H 2.68 -3.25 -1.89
H 1.25 -4.25 -1.59
H 2.97 -0.01 -2.94
H 2.64 -0.62 -4.53
H 3.29 -1.72 -3.31
H -0.53 0.20 -5.32
H 0.91 1.00 -4.64
H -0.69 1.40 -4.05
H -2.61 0.39 -2.37
H -3.23 -1.27 -2.45
H -2.74 -0.43 -3.93
H -1.03 -3.42 -0.27
H -1.35 -4.16 -1.84
H -2.46 -2.95 -1.18
F 0.21 -1.38 2.69
C -1.10 -1.69 2.44
C -1.69 -1.15 1.32
C -3.03 -1.44 1.19
F -3.74 -0.95 0.15
C -3.73 -2.25 2.07
F -5.03 -2.54 1.89
C -3.07 -2.79 3.16
F -3.73 -3.58 4.02
C -1.73 -2.50 3.36
F -1.10 -3.01 4.44
Se 3.19 3.08 -3.11
Sb 1.12 4.13 -2.42
Se -0.58 4.49 -4.09
Se 1.31 5.85 -0.75
Se -0.04 1.92 -1.02
*
```

orbital gap (alpha / beta): 5.8 / 5.8 eV
E_LUMO (alpha / beta): 3.9636 / 3.7815 eV
strongest force on any atom: 1.7 eV/A
energy: -12438.5150 Eh